(1)
One molecule with the formula C6H10O2S. Source: the OMol25 dataset; level of theory: wB97M-V/def2-TZVPD.

Structure (ORCA input):
```
! wB97M-V def2-TZVPD RIJCOSX def2/J DEFGRID3
* xyz 0 1
C -1.18737 1.78224 -1.86311
C 0.87656 0.72067 -1.28271
C -0.82748 1.35034 0.29529
C 0.07151 0.21334 -0.07878
C -0.84091 -0.96044 -0.59622
C 1.04201 -0.20392 1.00432
O -2.14413 2.29232 -2.30111
O -0.04203 1.30995 -2.26591
S -2.47262 1.28535 1.07274
H 1.44295 1.65413 -0.99375
H 1.40996 -0.15147 -1.80502
H -0.34110 2.35764 0.42114
H -0.96454 -0.71201 -1.57461
H -1.69893 -0.93460 0.05076
H -0.31147 -1.90540 -0.63567
H 1.17819 0.49408 1.93120
H 2.04164 -0.60422 0.67698
H 0.49645 -1.05203 1.53130
H -3.04059 2.34999 0.40361
*
```

Calculated values
E: -21311.33804 eV
HOMO: -7.92 eV
orbital gap: 8.5 eV
energy above the lowest of the compared OMol25 structures with the same formula, charge and spin: 2.155 eV

***

(2)
C6H10O3 as an isolated structure. Source: the OMol25 dataset; level of theory: wB97M-V/def2-TZVPD.

Structure (ORCA input):
```
! wB97M-V def2-TZVPD RIJCOSX def2/J DEFGRID3
* xyz 0 1
C 1.92733 -0.88297 -0.77067
C 0.82846 0.35616 0.87342
C 0.60226 1.57799 -0.11095
C -0.45212 -0.57959 0.70915
C -1.86433 -0.17034 0.77814
C -2.03855 -0.65805 -0.60902
H 1.90052 -1.97572 -0.62811
H 1.01215 -0.49518 -1.52267
H 3.16612 -0.67029 -1.27394
H 0.99256 0.68836 1.78965
H 1.65877 2.38570 -0.01764
H -0.48302 -1.72073 1.18453
H -2.16219 0.82291 1.02110
H -2.24761 -0.66779 1.83404
H -2.41648 -0.05983 -1.49296
H -2.66888 -1.67486 -0.43258
O 2.03518 -0.41240 0.58241
O -0.59031 1.87488 -0.59243
O -0.54114 -0.77394 -0.70022
*
```

Calculated values
E: -12519.23539 eV
HOMO: -9.33 eV
orbital gap: 9.4 eV
energy above the lowest of the compared OMol25 structures with the same formula, charge and spin: 7.537 eV

***

(3)
One molecule with the formula C6H10O6. Source: the OMol25 dataset; level of theory: wB97M-V/def2-TZVPD.

Structure (ORCA input):
```
! wB97M-V def2-TZVPD RIJCOSX def2/J DEFGRID3
* xyz 0 1
C -0.29512 -1.40234 0.04611
C 0.87358 -1.79208 -0.45013
C -0.67914 -0.02913 0.48403
C 0.18824 0.99290 -0.25150
C 2.12030 0.13668 0.16470
C -2.17203 0.12652 0.08716
O 2.06089 -1.09250 -0.49173
O -0.49507 0.04588 1.85925
O 0.10355 1.25867 -1.61393
O 0.29039 2.21335 0.41882
O 3.12767 0.91667 -0.24556
O 2.10181 -0.00925 1.51626
H -0.97111 -2.13940 0.13090
H 1.25073 -2.81623 -0.82799
H -2.21019 0.13225 -0.91079
H -2.43439 1.16105 0.53674
H -2.77785 -0.55315 0.68526
H 0.31874 0.39973 2.25268
H 0.38180 0.44728 -1.97783
H -0.23957 2.82224 -0.14085
H 2.92692 1.67803 -0.85095
H 2.92851 0.20052 1.91837
*
```

Calculated values
E: -18665.47328 eV
HOMO: -8.07 eV
orbital gap: 8.6 eV
energy above the lowest of the compared OMol25 structures with the same formula, charge and spin: 3.376 eV

***

(4)
One molecule with the formula C6H10OS. Source: the OMol25 dataset; level of theory: wB97M-V/def2-TZVPD.

Structure (ORCA input):
```
! wB97M-V def2-TZVPD RIJCOSX def2/J DEFGRID3
* xyz 0 1
C 2.56863 -1.72086 0.04369
C 1.87657 -0.42528 -0.43202
C 1.67235 0.57066 0.54161
C 0.63433 1.36567 -0.33189
C -0.76957 0.93691 -0.34807
C -1.44375 -0.08764 0.57826
H 2.24082 -2.21321 0.94464
H 2.71478 -2.55359 -0.55129
H 3.81780 -1.62620 0.23127
H 2.72604 0.13965 -1.26035
H 0.83632 -0.64786 -1.13946
H 2.76326 0.94746 0.83904
H 1.19789 0.03053 1.43604
H 0.86227 1.37309 -1.34946
H -1.38950 0.78544 -1.24182
H -0.99388 -0.25798 1.61625
O -0.26443 2.22508 0.20897
S -2.49324 -1.10092 -0.09413
*
```

Calculated values
E: -19261.36074 eV
HOMO: -9.15 eV
SMILES string: CCC[C@@H]1O[C@@H]1C=S
orbital gap: 8.5 eV
energy above the lowest of the compared OMol25 structures with the same formula, charge and spin: 5.669 eV